Entry from OMol25: a cluster of 3 separate species, C37H78BN4OP2S in total at a distorted geometry (ωB97M-V/def2-TZVPD).

```
124
Properties=species:S:1:pos:R:3
C -1.2570 3.7411 2.4503
C -2.3720 2.9978 3.4196
C -2.9826 1.6327 2.7482
C -1.8001 0.6027 2.2715
C -1.3340 -0.2503 3.5895
C 0.2629 0.0015 4.0186
C 1.1669 -1.3599 3.8768
C 1.8249 -1.5755 2.3537
P 1.1347 -3.3295 1.8356
S 1.0133 -3.5697 -0.0911
N 1.0997 -0.6166 1.4733
C 1.8292 -0.0134 0.3422
P 0.7738 -0.1865 -1.2872
N 0.9277 1.2033 -2.1228
C 3.3265 -0.5090 -0.0054
N 3.9315 -1.5684 0.8832
C 5.4273 -1.4944 0.6900
C 5.7626 -2.2776 -0.7501
C 6.9431 -1.5110 -1.6188
C 6.3699 -0.3263 -2.5976
C 5.9353 -0.9069 -4.0977
C 4.3598 -0.4279 -4.3232
C 3.4538 -1.5632 2.3193
B 4.1708 -0.2552 3.0418
O 5.5136 -0.2131 3.6418
N 3.3738 1.0716 3.0746
C 4.2004 2.1878 2.4386
C 3.2665 1.5080 4.5511
C 4.0353 -2.8897 3.1586
C 4.2285 -2.9233 4.8036
C 4.8145 -4.2530 5.6106
C 5.2578 -5.6471 4.8104
C 5.1202 -5.6119 3.1747
C 4.5329 -4.2915 2.3921
H -1.2428 4.9078 2.5396
H -1.5431 3.4176 1.3376
H -0.1965 3.2428 2.6462
H -3.2863 3.7598 3.5080
H -1.9727 2.7170 4.4840
H -3.6780 1.8851 1.8379
H -3.6895 1.1133 3.5577
H -0.9315 1.0876 1.6556
H -2.3203 -0.1801 1.5353
H -2.0465 -0.1488 4.5208
H -1.3755 -1.4038 3.2841
H 0.7223 0.9634 3.5390
H 0.2082 0.2285 5.1905
H 1.9593 -1.3339 4.7313
H 0.4320 -2.2614 4.1489
H 1.7599 -4.4100 2.5531
H -0.2558 -3.3018 2.3154
H 0.2006 -1.0644 1.1909
H 1.8762 1.1665 0.5224
H -0.6250 -0.3378 -0.8892
H 1.1881 -1.3639 -2.0067
H -0.0189 1.6473 -2.2094
H 4.0040 0.4670 -0.1267
H 3.2962 -0.9771 -1.1038
H 3.6300 -2.5012 0.4673
H 5.8676 -0.4182 0.5633
H 6.0753 -2.0430 1.4905
H 6.2333 -3.3325 -0.4471
H 4.8024 -2.5273 -1.3698
H 7.8182 -1.1242 -0.9216
H 7.4450 -2.3350 -2.3208
H 5.5044 0.2842 -2.0909
H 7.2815 0.4063 -2.8050
H 6.0824 -2.0645 -4.1946
H 6.5460 -0.3976 -4.9700
H 4.0141 -0.4603 -5.4417
H 3.7189 -1.1440 -3.6176
H 4.3053 0.6958 -3.9305
H 6.0759 -1.0067 3.4056
H 5.2734 2.3054 2.8927
H 3.6137 3.1928 2.6746
H 4.2735 2.1205 1.2721
H 2.6929 0.7126 5.1970
H 2.6669 2.5396 4.5537
H 4.3336 1.7645 4.9691
H 3.9267 -2.0078 5.4818
H 4.9148 -4.2284 6.7775
H 5.6594 -6.6101 5.3496
H 5.4231 -6.5781 2.5661
H 4.4498 -4.3819 1.2058
C -3.9949 1.7807 -1.5708
C -2.9550 2.8854 -1.6829
C -3.5465 4.2881 -1.5226
C -4.5726 4.6908 -2.5884
C -4.0692 4.6364 -4.0323
C -2.9195 5.5927 -4.3047
H -4.7478 1.8522 -2.3609
H -3.5136 0.8008 -1.6597
H -4.5038 1.8208 -0.6032
H -2.4244 2.7965 -2.6372
H -2.2031 2.7344 -0.8981
H -2.7264 5.0155 -1.5123
H -4.0243 4.3621 -0.5375
H -4.9150 5.7101 -2.3698
H -5.4591 4.0522 -2.5005
H -4.9012 4.8949 -4.6997
H -3.7712 3.6161 -4.2976
H -3.2123 6.6256 -4.0898
H -2.6249 5.5371 -5.3578
H -2.0393 5.3499 -3.7015
C -4.9419 -1.5390 -2.8624
C -5.9831 -2.1750 -3.7712
C -6.8553 -1.1488 -4.4986
C -7.7099 -0.2562 -3.5910
C -8.6686 -1.0008 -2.6595
C -9.7164 -1.8149 -3.4009
H -5.4058 -0.9570 -2.0611
H -4.3267 -2.3152 -2.3945
H -4.2794 -0.8792 -3.4304
H -6.6033 -2.8682 -3.1924
H -5.4627 -2.7824 -4.5224
H -7.5045 -1.6785 -5.2055
H -6.2110 -0.5040 -5.1097
H -8.2894 0.4264 -4.2251
H -7.0552 0.3812 -2.9856
H -9.1834 -0.2635 -2.0301
H -8.1127 -1.6508 -1.9749
H -10.3151 -1.1748 -4.0571
H -10.3941 -2.2955 -2.6877
H -9.2614 -2.6036 -4.0081
```

- Kohn-Sham gap: 0.27173 Eh
- Spin multiplicity: 1
- Net charge: +1
- HOMO level: -10.72 eV



Entry from OMol25: a structure of composition C41H45N8OSr at a distorted geometry (ωB97M-V/def2-TZVPD).

```
96
Properties=species:S:1:pos:R:3
Sr -0.2164 -0.0807 0.2539
C 3.2566 -0.9488 0.7981
C 3.2830 0.5427 1.1950
C 2.4784 0.8455 2.4391
C 3.1038 1.0741 3.6577
C 2.3348 1.3455 4.7779
C 0.9548 1.3791 4.6557
C 0.4083 1.1335 3.4115
N 1.1409 0.8725 2.3201
N 2.2728 -1.2343 -0.2703
C 1.9222 -2.6629 -0.2752
C 1.0726 -3.0945 0.9081
C 0.9753 -4.4387 1.2334
C 0.1404 -4.8196 2.2691
C -0.5600 -3.8471 2.9686
C -0.3923 -2.5329 2.5896
N 0.4016 -2.1553 1.5771
C 2.8289 -0.8583 -1.5769
C 1.7768 -0.6147 -2.6376
C 2.0006 -0.9875 -3.9525
C 1.0322 -0.7090 -4.9043
C -0.1339 -0.0724 -4.5129
C -0.2764 0.2641 -3.1816
N 0.6573 0.0096 -2.2549
H 2.9948 -1.5470 1.6685
H 4.2549 -1.2701 0.4793
H 2.8879 1.1381 0.3647
H 4.3096 0.8627 1.3557
H 4.1850 1.0422 3.7229
H 2.8081 1.5352 5.7350
H 0.3156 1.5964 5.5012
H -0.6724 1.1434 3.2745
H 2.8193 -3.2928 -0.3056
H 1.3469 -2.8737 -1.1821
H 1.5393 -5.1737 0.6712
H 0.0383 -5.8653 2.5317
H -1.2247 -4.1034 3.7842
H -0.9131 -1.7319 3.1089
H 3.5315 -1.6198 -1.9322
H 3.4056 0.0610 -1.4544
H 2.9191 -1.4930 -4.2239
H 1.1831 -0.9942 -5.9379
H -0.9249 0.1465 -5.2194
H -1.1816 0.7536 -2.8329
C -3.3416 1.0309 2.0393
N -2.6013 0.0653 1.2040
C -3.2519 -0.9753 0.7835
C -2.7328 -1.9143 -0.1650
C -3.3610 -3.0664 -0.6521
C -2.5219 -3.5859 -1.6424
C -1.4311 -2.7069 -1.7136
N -1.5331 -1.6992 -0.8220
C -4.2839 0.4555 3.0746
C -3.8240 -0.4624 4.0189
C -4.6801 -0.9906 4.9728
C -6.0177 -0.6045 4.9984
C -6.4845 0.3122 4.0696
C -5.6198 0.8362 3.1116
H -3.9056 1.7025 1.3881
H -2.6109 1.6666 2.5427
H -4.2709 -1.1654 1.1288
H -4.3111 -3.4661 -0.3189
H -2.6864 -4.4658 -2.2503
H -0.5904 -2.7631 -2.4025
H -2.7813 -0.7674 4.0030
H -4.3068 -1.7017 5.7009
H -6.6895 -1.0187 5.7392
H -7.5242 0.6209 4.0837
H -5.9924 1.5503 2.3832
C 3.0270 7.6633 -2.7547
C 3.1745 6.9592 -1.4143
N 2.3350 5.7550 -1.3292
C 2.8670 4.5550 -1.9741
C 3.8999 3.8177 -1.1261
C 1.1684 5.8342 -0.6235
O 0.8150 6.8458 -0.0403
C 0.1544 4.7105 -0.7102
C -1.1318 5.0669 -1.1033
C -2.1261 4.1062 -1.1479
C -1.8141 2.8133 -0.7621
N -0.5933 2.4617 -0.3451
C 0.3616 3.3998 -0.3261
H 3.6748 8.5427 -2.7892
H 1.9955 7.9936 -2.8949
H 3.2994 7.0157 -3.5922
H 2.8743 7.6202 -0.6104
H 4.2120 6.6692 -1.2385
H 3.3391 4.8710 -2.9033
H 2.0494 3.8974 -2.2558
H 4.7634 4.4539 -0.9238
H 4.2592 2.9234 -1.6475
H 3.4839 3.5200 -0.1623
H -1.3365 6.1006 -1.3557
H -3.1325 4.3556 -1.4596
H -2.5664 2.0263 -0.7687
H 1.3247 3.0778 0.0527
```

- Kohn-Sham gap: 0.27668 Eh
- Spin multiplicity: 1
- Net charge: +1
- HOMO level: -9.48 eV
- Energy above the lowest of the compared OMol25 structures with the same formula, charge and spin: 15.2 kcal per mole



Entry from OMol25: a cluster of 7 separate species, C27H27Cl6N5 in total at a distorted geometry (ωB97M-V/def2-TZVPD).

```
65
Properties=species:S:1:pos:R:3
Cl 0.4541 0.3340 -1.2092
C -0.5023 -1.2045 -1.0569
Cl 0.0230 -2.5640 -2.1345
Cl -2.2325 -0.9540 -1.1974
H -0.2697 -1.6664 -0.0974
Cl 0.5030 -6.6505 -2.9041
C 2.0189 -5.7715 -2.7320
Cl 3.2885 -6.3470 -3.7865
Cl 2.5421 -5.7279 -0.9527
H 1.8758 -4.7064 -2.9144
C -3.1945 -6.0744 0.6812
C -3.9174 -4.9230 0.9103
C -3.2693 -3.6952 0.9832
N -1.9885 -3.5645 0.5814
C -1.3320 -4.7116 0.2731
C -1.8475 -5.9741 0.2832
H -3.8253 -6.9433 0.5650
H -4.9860 -4.8548 1.0515
H -3.9069 -2.8357 1.1280
H -0.2611 -4.5715 0.2718
H -1.2214 -6.7450 -0.1413
C 3.1679 -1.6453 1.0107
C 3.9163 -1.8270 2.1130
C 5.3210 -1.6635 2.0889
N 5.9334 -1.3510 0.9126
C 5.1639 -1.0392 -0.1734
C 3.7691 -1.0908 -0.1541
H 2.1291 -1.9367 0.9602
H 3.4286 -2.1728 3.0124
H 5.9359 -2.0486 2.8888
H 5.7395 -0.8303 -1.0631
H 3.0837 -0.9864 -0.9822
C -1.8343 3.4202 -2.4126
C -2.7034 4.2553 -3.1701
C -3.9056 4.5921 -2.6485
N -4.3308 4.0765 -1.4163
C -3.4292 3.3335 -0.7303
C -2.1558 2.9963 -1.1475
H -0.9303 2.9957 -2.8237
H -2.5262 4.5086 -4.2049
H -4.6316 4.9474 -3.3648
H -3.6709 3.0862 0.2928
H -1.3715 2.5010 -0.5945
C -0.9305 2.1416 3.0060
C -1.7248 0.9551 3.0572
C -1.2071 -0.2845 2.7609
N 0.1133 -0.4473 2.5335
C 0.8631 0.6840 2.7586
C 0.4524 1.9970 2.8697
H -1.3362 3.1016 3.2893
H -2.7817 1.0431 3.2614
H -1.7945 -1.1882 2.8298
H 1.9407 0.6183 2.7288
H 1.1602 2.7974 3.0269
C 0.7962 5.1383 0.3747
C 1.2254 3.8970 -0.0453
C 1.5409 3.7479 -1.4262
N 1.3173 4.7110 -2.3086
C 0.9334 5.9624 -1.8277
C 0.7761 6.2226 -0.4535
H 0.4558 5.2318 1.3954
H 1.1945 3.0128 0.5740
H 1.7810 2.7643 -1.8022
H 0.7455 6.7561 -2.5357
H 0.4289 7.1677 -0.0629
```

- SMILES: ClC(Cl)Cl.ClC(Cl)Cl.c1ccncc1.c1ccncc1.c1ccncc1.c1ccncc1.c1ccncc1
- Kohn-Sham gap: 0.35753 Eh
- Spin multiplicity: 1
- HOMO level: -9.45 eV
- Energy above the lowest of the compared OMol25 structures with the same formula, charge and spin: 46.0 kcal per mole



Entry from OMol25: an isolated molecule of C2H3N3O2 at a distorted geometry (ωB97M-V/def2-TZVPD).

```
10
Properties=species:S:1:pos:R:3
O -1.2368 1.7398 -0.1259
C -0.3315 0.9541 -0.0692
C 1.1739 0.9622 -0.0864
N 1.6758 -0.2049 -0.1312
N 0.6326 -1.0745 -0.2014
N -0.5384 -0.4142 0.2018
O -1.6955 -1.0086 -0.2882
H 1.8628 1.8199 -0.0917
H 0.8028 -1.9496 0.3252
H -2.3457 -0.8242 0.4670
```

- SMILES: O=c1cn[nH]n1O
- Kohn-Sham gap: 0.35405 Eh
- Spin multiplicity: 1
- HOMO level: -9.36 eV
- Energy above the lowest of the compared OMol25 structures with the same formula, charge and spin: 91.7 kcal per mole



Entry from OMol25: a structure of composition C46H53BCoF4NO2PS2 at a distorted geometry (ωB97M-V/def2-TZVPD).

```
111
Properties=species:S:1:pos:R:3
Co -0.3027 -0.9816 0.5530
C -5.5321 5.2321 -1.0770
C -4.2386 4.4789 -0.9336
C -4.0191 3.2915 -1.6285
C -2.8239 2.6028 -1.5043
C -1.8333 3.1125 -0.6827
C -2.0380 4.2781 0.0397
C -3.2364 4.9602 -0.0934
S -0.2847 2.2242 -0.4300
O -0.7570 0.8015 -0.3671
C 0.4247 2.4663 -2.0718
C 0.5150 3.8200 -2.4560
C 1.1568 4.1785 -3.5985
C 1.8051 3.1998 -4.3831
C 2.5269 3.5652 -5.5431
C 3.1852 2.6278 -6.2844
C 3.1624 1.2797 -5.8818
C 2.4660 0.8964 -4.7701
C 1.7414 1.8368 -3.9933
C 0.9924 1.4540 -2.8246
C 0.8419 -0.0322 -2.6289
C 0.1028 -0.7204 -3.6498
C -0.7144 -0.0198 -4.5684
C -1.4083 -0.6853 -5.5386
C -1.3081 -2.0833 -5.6609
C -0.5424 -2.7905 -4.7812
C 0.1625 -2.1333 -3.7486
C 0.8929 -2.8639 -2.7879
C 1.4539 -2.2199 -1.7328
C 1.4419 -0.8058 -1.6592
S 2.2849 -0.2120 -0.1791
O 2.4253 1.2603 -0.2657
C 3.8960 -0.8684 -0.6784
C 4.4969 -1.8345 0.1086
C 5.7320 -2.3445 -0.2662
C 6.3683 -1.8918 -1.4166
C 7.7034 -2.4462 -1.8299
C 5.7396 -0.9162 -2.1923
C 4.5097 -0.4011 -1.8286
H -6.1407 4.8199 -1.8798
H -5.3407 6.2849 -1.2859
H -6.1124 5.1814 -0.1538
H -4.7940 2.9010 -2.2769
H -2.6588 1.6658 -2.0242
H -1.2606 4.6414 0.7025
H -3.4014 5.8755 0.4626
H 0.0419 4.5709 -1.8360
H 1.1946 5.2128 -3.9165
H 2.5506 4.6119 -5.8219
H 3.7401 2.9180 -7.1669
H 3.7012 0.5420 -6.4621
H 2.4741 -0.1438 -4.4768
H -0.8094 1.0547 -4.4798
H -2.0438 -0.1334 -6.2192
H -1.8649 -2.5963 -6.4339
H -0.4917 -3.8703 -4.8342
H 0.9494 -3.9395 -2.8803
H 1.9712 -2.7748 -0.9571
H 4.0040 -2.1807 1.0099
H 6.2102 -3.0984 0.3471
H 8.2098 -2.9236 -0.9927
H 8.3474 -1.6582 -2.2197
H 7.5740 -3.1908 -2.6180
H 6.2244 -0.5569 -3.0924
H 4.0270 0.3668 -2.4227
F -1.9336 -4.1431 -1.7700
B -2.5094 -2.9732 -1.3083
F -3.5288 -3.2041 -0.4034
F -2.9002 -2.1282 -2.3272
F -1.4249 -2.2421 -0.5521
C -0.4318 -1.8045 6.3535
C 0.1619 -1.8384 4.9459
C 1.5614 -1.1953 4.9226
C 0.3390 -3.2933 4.5000
P -0.8891 -0.9715 3.6137
N -0.0179 -0.9441 2.3083
C -2.5375 -1.9156 3.3153
C -3.3400 -1.0827 2.3057
C -3.4026 -2.1978 4.5442
C -2.1971 -3.2563 2.6382
C -1.2775 0.8216 4.1778
C -2.5040 0.9437 5.0834
C -0.0662 1.4153 4.9021
C -1.4619 1.6460 2.8999
H 0.2865 -2.2406 7.0529
H -1.3516 -2.3857 6.4136
H -0.6513 -0.7905 6.6887
H 2.3118 -1.9497 5.1709
H 1.6639 -0.3866 5.6428
H 1.7884 -0.8214 3.9237
H 1.0682 -3.7775 5.1545
H 0.7147 -3.3301 3.4771
H -0.5884 -3.8564 4.5580
H -3.7551 -0.1760 2.7432
H -4.1729 -1.6760 1.9239
H -2.7258 -0.8101 1.4445
H -3.7067 -1.2980 5.0742
H -2.8947 -2.8577 5.2475
H -4.3080 -2.7099 4.2068
H -1.2872 -3.1800 2.0461
H -2.9943 -3.5385 1.9515
H -2.0927 -4.0635 3.3602
H -2.4539 0.2570 5.9295
H -3.4306 0.7593 4.5428
H -2.5503 1.9612 5.4818
H 0.1047 0.9557 5.8739
H -0.2483 2.4806 5.0699
H 0.8331 1.3227 4.2939
H -2.3264 1.3372 2.3164
H -0.5786 1.5390 2.2705
H -1.5851 2.7029 3.1550
```

- <S²>: 3.76
- Kohn-Sham gap (spin up / spin down): 0.28117 / 0.28440 Eh
- Spin multiplicity: 4
- HOMO level (spin up / spin down): -7.75 / -7.85 eV
- Energy above the lowest of the compared OMol25 structures with the same formula, charge and spin: 0.0 kcal per mole



Entry from OMol25: an isolated molecule of C4H5N3S at a distorted geometry (ωB97M-V/def2-TZVPD).

```
13
Properties=species:S:1:pos:R:3
C -0.1308 2.3645 -0.6606
N -0.7861 1.2935 -0.9171
N -0.6180 0.1810 -0.1447
C -0.7067 -1.0482 -0.7530
C 0.0675 -1.9577 -0.1035
C 0.7337 -1.2455 0.9776
S 1.6216 -1.8010 2.2328
N 0.4278 0.0775 0.7955
H 0.6535 2.4415 0.1013
H -0.3432 3.2078 -1.2954
H -1.3841 -1.1412 -1.5777
H 0.1864 -3.0102 -0.2933
H 0.2786 0.6380 1.6381
```

- SMILES: C=Nn1ccc(=S)[nH]1
- Kohn-Sham gap: 0.29989 Eh
- Spin multiplicity: 1
- HOMO level: -8.16 eV
- Energy above the lowest of the compared OMol25 structures with the same formula, charge and spin: 62.2 kcal per mole



Entry from OMol25: an isolated molecule of C5H7NO at a distorted geometry (ωB97M-V/def2-TZVPD).

```
14
Properties=species:S:1:pos:R:3
C -2.7182 -2.1888 0.8502
C -1.8316 -1.3991 0.5996
C -0.3451 -0.4777 1.0827
O 0.2627 -0.6973 2.0689
N -0.3975 0.3407 0.0534
C 0.6707 1.2996 -0.2260
C 1.7650 0.7137 -1.1131
H -3.5005 -2.8698 1.0706
H -1.3268 -0.2304 -0.3955
H 0.2023 2.1570 -0.7137
H 1.0886 1.6354 0.7270
H 1.3523 0.3635 -2.0587
H 2.5173 1.4724 -1.3300
H 2.2608 -0.1193 -0.6154
```

- SMILES: C#CC(=O)NCC
- Kohn-Sham gap: 0.39126 Eh
- Spin multiplicity: 1
- HOMO level: -10.13 eV
- Energy above the lowest of the compared OMol25 structures with the same formula, charge and spin: 95.9 kcal per mole



Entry from OMol25: an isolated molecule of C3H6N2O2S at a distorted geometry (ωB97M-V/def2-TZVPD).

```
14
Properties=species:S:1:pos:R:3
N -2.4787 0.9068 -0.4157
N -1.0874 0.3167 -0.1232
C 0.1176 1.1541 -0.2989
O 0.3245 2.2561 -0.8369
C 1.2144 0.4850 0.3202
S 2.0591 -0.9783 -0.2898
C 1.1087 -2.3095 0.2271
O 0.1045 -2.4659 1.0052
H -2.1885 2.0033 -0.2106
H -2.4218 0.5835 -1.3704
H -1.2679 -0.3839 0.5505
H 1.0710 0.3857 1.5324
H 1.9745 1.2686 0.2943
H 1.4699 -3.2221 -0.3842
```

- SMILES: NNC(=O)CSC=O
- Kohn-Sham gap: 0.38341 Eh
- Spin multiplicity: 1
- HOMO level: -10.16 eV
- Energy above the lowest of the compared OMol25 structures with the same formula, charge and spin: 95.1 kcal per mole



Entry from OMol25: a cluster of 2 separate species, CH9N3 in total at a distorted geometry (ωB97M-V/def2-TZVPD).

```
13
Properties=species:S:1:pos:R:3
N -1.1561 -1.0420 1.3323
C -1.8010 -0.2133 0.3395
N -1.1259 1.0868 0.0133
H -1.4927 -1.9814 1.0204
H -1.6482 -0.9654 2.2193
H -2.7832 0.0802 0.7728
H -2.1725 -0.7460 -0.6332
H -0.4565 0.8791 -0.7222
H -0.5339 1.4370 0.7357
N 3.5730 0.4935 -1.4157
H 2.8895 0.0735 -2.1725
H 3.5837 -0.2967 -0.6337
H 3.1238 1.1946 -0.8562
```

- SMILES: NCN.N
- Kohn-Sham gap: 0.38622 Eh
- Spin multiplicity: 1
- HOMO level: -9.69 eV
- Energy above the lowest of the compared OMol25 structures with the same formula, charge and spin: 23.8 kcal per mole